Molecular formula: C7H10BrFNO
Method: DFT, wB97M-V/def2-TZVPD

Computed properties:
Energy relative to the best compared isomer or geometry (same formula, charge and spin) in kJ/mol: 0.0
E_LUMO in eV: -5.272
Net charge: +1
HOMO in hartree: -0.5038
Kohn-Sham gap in hartree: 0.310
E in a.u.: -3076.3044
SMILES: C[N+]1=C[C@H](O)C(F)=CC[C@H]1Br

Last columns: bonded neighbours and bond lengths (Å).
Element x y z (Å)
1 C -0.323 -2.179 -0.779  C2 1.323, C4 1.502, H12 1.078
2 C 0.516 -2.245 0.242  C1 1.323, C3 1.515, F10 1.335
3 C 1.464 -1.121 0.608  C2 1.515, C5 1.495, O9 1.411, H13 1.099
4 C -0.468 -0.884 -1.525  C1 1.502, C6 1.514, H14 1.093, H15 1.088
5 C 0.644 0.028 1.097  C3 1.495, N8 1.282, H16 1.087
6 C -1.085 0.178 -0.641  C4 1.514, N8 1.450, Br11 2.033, H17 1.093
7 C -0.886 1.816 1.138  N8 1.453, H18 1.088, H19 1.089, H20 1.092
8 N -0.353 0.606 0.535  C5 1.282, C6 1.450, C7 1.453
9 O 2.215 -0.653 -0.491  C3 1.411, H21 0.968
10 F 0.638 -3.327 1.014  C2 1.335
11 Br -2.842 -0.521 0.106  C6 2.033
12 H -0.935 -3.023 -1.054  C1 1.078
13 H 2.123 -1.463 1.419  C3 1.099
14 H 0.502 -0.521 -1.875  C4 1.093
15 H -1.113 -1.025 -2.390  C4 1.088
16 H 0.973 0.473 2.033  C5 1.087
17 H -1.355 1.065 -1.220  C6 1.093
18 H -1.906 1.994 0.804  C7 1.088
19 H -0.881 1.753 2.225  C7 1.089
20 H -0.266 2.664 0.840  C7 1.092
21 H 2.757 -1.366 -0.855  O9 0.968